# 1
{
  "formula": "C7H36NO11",
  "method": "ωB97M-V/def2-TZVPD",
  "charge": 1,
  "relative_energy_kj_mol": 542.3,
  "spin_multiplicity": 1,
  "elements": ["C", "C", "C", "C", "C", "C", "C", "N", "H", "H", "H", "H", "H", "H", "H", "H", "H", "H", "H", "H", "H", "H", "H", "H", "O", "H", "H", "O", "H", "H", "O", "H", "H", "O", "H", "H", "O", "H", "H", "O", "H", "H", "O", "H", "H", "O", "H", "H", "O", "H", "H", "O", "H", "H", "O"],
  "positions_angstrom": [[0.533799, 0.636838, 0.345563], [-0.538276, 1.628971, 0.320133], [0.181108, 2.942315, 0.642552], [0.133003, 3.959532, -0.269516], [-0.937560, 4.143403, -1.249350], [2.428881, 2.415728, 1.785206], [1.145292, 2.969980, 1.764821], [0.097278, -0.796094, -0.145724], [1.063596, 0.661898, 1.300121], [1.364467, 0.922692, -0.345610], [-1.523910, 1.650435, 0.996403], [-1.045934, 1.722881, -0.667947], [0.951127, 4.665655, -0.181148], [-0.472199, 4.273487, -2.343720], [-1.621320, 3.366545, -1.421846], [-1.452090, 5.032891, -1.031770], [2.888697, 1.984605, 0.855000], [2.955336, 2.407962, 2.723219], [0.862407, 3.372014, 2.765122], [-0.134896, -0.901305, -1.105026], [0.896627, -1.485122, 0.125876], [-0.816414, -1.038854, 0.425698], [-3.070657, -1.210136, 1.248092], [-3.029724, -0.394685, 0.011566], [-2.468130, -0.705371, 0.843637], [5.261237, 0.446227, 0.041178], [3.757706, 0.046964, 0.295083], [4.319648, 0.207950, -0.288241], [-1.989456, -2.609006, -1.744794], [-3.256851, -2.157755, -2.674073], [-2.777092, -2.070051, -1.738285], [-0.306048, -0.760017, -3.851712], [-1.643777, -0.450658, -3.092578], [-0.826514, -0.878657, -3.024194], [-2.619264, 1.047096, 3.169369], [-2.484632, 1.300062, 4.549379], [-1.999085, 0.950944, 3.836806], [-0.653162, -4.744748, -1.171894], [0.729624, -3.984583, -1.292756], [-0.170475, -4.109233, -1.795793], [0.194574, -1.544300, 4.222071], [0.251744, -0.205461, 3.397067], [0.418983, -1.159608, 3.382455], [3.859524, -1.521638, -1.309756], [3.595397, -2.868004, -1.773860], [3.145909, -2.040678, -1.610353], [2.098333, -1.818968, -3.084393], [1.434033, -2.993920, -3.638678], [1.557397, -2.061534, -3.768631], [-4.628713, 1.940658, 0.239608], [-3.491634, 3.025790, 0.235458], [-3.914087, 2.255645, 0.675915], [-0.128377, -3.453539, 1.938859], [1.423556, -3.828303, 1.638689], [0.516279, -3.702508, 1.178849]],
  "atomic_forces_ev_per_a": [[0.9966, -2.2411, -1.5454], [-3.6799, 2.6239, 0.9626], [0.3412, 1.2347, -2.2662], [0.6116, -1.7830, 2.3630], [2.5143, 0.5372, -3.7659], [-2.8589, 1.0928, -1.3069], [3.2309, -1.3337, 1.2904], [0.9468, -0.4860, 4.8606], [-0.6277, -1.1446, 0.0589], [-0.8980, -0.0325, 0.0743], [2.4714, -1.2830, -0.7521], [0.8838, -0.2031, 0.4292], [-0.4782, 0.5910, -0.0278], [-0.8738, 0.0762, 2.1986], [-0.9433, -1.1996, 0.3591], [-0.8062, 1.3008, 0.1345], [-0.3727, 0.5651, 1.1562], [0.3802, 0.0936, 0.0052], [-0.2819, -0.1978, -0.9731], [-0.1109, 0.3003, -1.8363], [-2.0406, 1.1738, -0.7081], [1.6349, 0.2671, -1.1005], [-3.4241, -3.3608, 2.8315], [2.0701, -0.9191, 2.2784], [1.3503, 4.0241, -4.8938], [-2.9163, -0.7116, -0.3856], [-7.0649, -2.0355, 8.6920], [10.0390, 2.6285, -8.2452], [0.5382, -0.4535, -0.6031], [1.9587, -0.0837, 3.1590], [-2.8146, 0.3885, -2.4287], [-0.4139, -0.2287, 0.8989], [-1.8035, 0.9854, -0.3778], [2.5836, -0.5912, -0.3617], [-1.6503, 0.0842, -2.6806], [-0.5587, 0.6860, 1.9248], [2.2952, -0.7672, 0.6540], [1.0527, 1.2295, -1.2824], [-2.6648, -0.3013, -1.3058], [1.4532, -0.8099, 2.6816], [-0.2495, 0.2486, 0.6178], [-0.3082, -0.3989, 0.4932], [0.4291, 0.1289, -1.1820], [1.3390, 1.8258, 0.7194], [-0.1067, -0.6542, -0.2621], [-1.0601, -1.1145, -0.0481], [2.3138, 1.1694, 2.7120], [-0.3877, -0.6767, -0.1312], [-2.1382, -0.4346, -3.0565], [-3.4397, -0.9687, -2.4448], [-0.9563, -0.8876, 0.1905], [4.3600, 1.8948, 2.2533], [1.8354, -0.5636, -1.8012], [-2.3942, 0.3191, -0.9235], [0.6943, 0.3966, 2.6972]]
}


# 2
{
  "formula": "C7H39NO12",
  "method": "ωB97M-V/def2-TZVPD",
  "relative_energy_kj_mol": 368.4,
  "spin_multiplicity": 1,
  "elements": ["C", "C", "C", "C", "C", "C", "C", "N", "H", "H", "H", "H", "H", "H", "H", "H", "H", "H", "H", "H", "H", "H", "H", "H", "H", "O", "H", "H", "O", "H", "H", "O", "H", "H", "O", "H", "H", "O", "H", "H", "O", "H", "H", "O", "H", "H", "O", "H", "H", "O", "H", "H", "O", "H", "H", "O", "H", "H", "O"],
  "positions_angstrom": [[-0.556807, 1.919179, 1.171151], [-0.431475, 0.847593, 0.063298], [1.073335, 0.511567, -0.256751], [1.728995, 1.565412, -1.177993], [1.093892, 1.715875, -2.496190], [0.255234, 0.786706, -3.023648], [-0.316484, 0.840907, -4.461168], [-0.545892, 1.438849, 2.570020], [0.387837, 2.613613, 1.064783], [-1.451298, 2.603970, 1.046310], [-0.897162, 1.201453, -0.862553], [-0.841597, -0.197934, 0.450998], [1.187722, -0.410761, -0.798496], [1.574433, 0.414540, 0.763601], [2.852468, 1.409434, -1.131458], [1.572996, 2.592468, -0.727212], [1.330613, 2.561870, -2.968802], [0.173114, -0.176122, -2.440093], [0.378574, 0.360719, -5.138265], [-1.275986, 0.395502, -4.449213], [-0.431812, 1.891008, -4.693149], [0.388789, 1.044706, 2.714474], [-1.126780, 0.704219, 2.892264], [1.985921, -1.265971, 2.539672], [3.090394, -0.984896, 3.666592], [2.210913, -0.796096, 3.413347], [1.095968, -2.719064, 1.906724], [0.211817, -3.530727, 1.131661], [0.419294, -3.360562, 2.126940], [-1.473072, -1.786868, -0.936197], [-1.448745, -1.722963, 0.685049], [-0.989148, -1.981491, -0.162998], [1.114886, -3.798388, -1.701058], [0.381308, -2.806528, -0.804816], [1.286366, -3.144790, -0.989411], [-2.768203, 3.427706, -2.011093], [-1.480828, 2.793107, -1.321928], [-2.380881, 3.090673, -1.202501], [2.626067, 1.548095, 2.110106], [3.367646, 1.426786, 3.376167], [3.304884, 1.977233, 2.612958], [-4.507383, -0.747861, -2.451754], [-3.265818, -0.720672, -1.720977], [-3.698666, -0.218145, -2.467133], [-4.634975, -2.038725, 1.081433], [-4.134319, -0.835063, 0.136359], [-4.102155, -1.777120, 0.348357], [4.645416, 0.801920, 0.597477], [5.010298, 0.035770, -0.707755], [4.982944, -0.087010, 0.247654], [-3.603379, 1.737792, 0.242346], [-2.886533, 1.000991, 1.233521], [-3.747156, 0.985306, 0.830538], [3.252934, -1.564170, 0.774784], [2.197433, -2.562921, 0.326421], [2.503634, -2.053002, 1.122087], [-2.245291, -2.012760, 2.733462], [-0.789961, -1.580807, 2.744451], [-1.654321, -1.363552, 2.377608]],
  "atomic_forces_ev_per_a": [[0.5055, 1.1740, 0.1747], [0.4750, -1.9024, 1.0660], [-0.3393, 1.2738, 0.9060], [0.5736, 1.1558, 2.6113], [-1.7293, -4.8352, 0.4264], [1.4008, -0.0955, -0.1629], [1.0389, 0.7058, 2.1877], [2.3785, 0.8739, -0.3800], [-1.8348, -1.0105, 0.3687], [0.9861, -0.8327, -0.0567], [-0.2190, -0.6590, 0.3400], [0.5022, 3.2980, -1.0932], [-0.1454, -0.7451, 0.3255], [-0.2248, 0.0600, -1.4643], [-1.1526, 0.2256, -0.6424], [0.4507, -0.8759, 0.0170], [0.6639, 3.2587, -2.1714], [-0.2998, 1.1191, -0.8413], [-0.0905, -0.1436, -0.2651], [-0.9632, -0.6242, -0.3642], [0.0345, 0.2135, -0.4651], [-0.2156, 0.3200, 0.3548], [-1.2922, -0.5740, -0.5634], [1.3093, 0.8889, 1.8079], [1.3440, -0.7303, 0.0422], [-2.5121, 0.2440, -1.4553], [0.6797, 0.1616, 0.7813], [-0.1462, -0.1813, 2.6316], [-0.9229, -0.4754, -2.9638], [-1.2671, 0.4812, -0.8932], [-0.0731, -0.5288, -0.7352], [0.9345, -1.2609, 1.3091], [0.5916, 0.4374, 0.6950], [0.2890, 0.2858, 0.2763], [-0.8860, -0.7680, -1.1069], [0.3943, -0.1270, -0.2866], [0.1752, 0.1220, -0.6257], [-0.7805, 0.1463, 0.8481], [-0.6829, -0.3050, -0.4339], [0.0501, -0.5915, 0.9396], [0.6512, 0.9078, -0.6653], [-0.3424, 0.3284, -0.5451], [-0.1099, 1.1419, -1.0647], [0.4474, -1.4873, 1.5745], [-0.6823, 0.4491, 0.5939], [-0.4491, 0.3065, 1.0771], [1.1094, -0.6318, -1.5260], [0.7194, -1.7674, -0.5160], [0.0531, -0.0150, 0.0107], [-0.9665, 1.7185, 0.6708], [-0.4939, 0.1617, -0.5385], [0.6656, -0.5818, 0.8045], [-0.1830, 0.3867, -0.5049], [0.4985, 0.5118, 0.1348], [0.1922, 0.2717, 0.5659], [0.0854, -0.6765, -1.2524], [-0.5063, -0.6437, 0.2977], [0.1897, -0.3761, 0.0261], [0.1212, 0.8160, -0.2818]]
}


# 3
{
  "formula": "C7H3HgNO5",
  "method": "ωB97M-V/def2-TZVPD",
  "charge": 2,
  "relative_energy_kj_mol": 0.0,
  "spin_multiplicity": 1,
  "elements": ["O", "C", "Hg", "O", "C", "C", "O", "C", "O", "C", "O", "C", "C", "N", "H", "H", "H"],
  "positions_angstrom": [[0.002688, 4.331517, -1.091402], [0.002053, 3.223419, -1.387826], [-0.001062, -0.820955, -1.148029], [0.000109, 0.027037, -5.007116], [-0.000008, 0.074714, -3.876394], [-0.002283, -2.969534, -1.464044], [-0.003119, -4.053829, -1.072810], [-2.680332, 0.026706, -1.388967], [-3.789430, 0.036080, -1.120801], [2.679787, 0.022998, -1.388621], [3.788754, 0.030926, -1.120175], [0.000676, 0.011207, 3.839198], [-0.000052, 0.015394, 2.386688], [0.000089, 0.012898, 1.219759], [-0.910421, 0.536177, 4.206091], [0.911780, 0.536293, 4.206053], [0.000773, -1.041051, 4.208388]],
  "atomic_forces_ev_per_a": [[-0.0018, -3.2217, -0.8981], [0.0017, 3.0893, 0.9125], [0.0017, 1.8936, 0.5704], [-0.0001, 0.2822, 2.1745], [-0.0002, -0.4922, -1.6746], [-0.0043, -5.3087, 2.3122], [0.0039, 4.7596, -2.1693], [-2.6564, -0.3544, 1.0855], [3.1932, 0.1393, -0.9259], [2.6476, -0.3577, 1.0841], [-3.1844, 0.1435, -0.9248], [-0.0025, 0.0877, 0.5752], [0.0059, -0.1032, -2.1442], [-0.0029, -0.6169, 0.7878], [0.6222, -0.3416, -0.2318], [-0.6231, -0.3419, -0.2359], [-0.0004, 0.7431, -0.2975]]
}


In the order shown, the computed HOMO values come out to -11.5; -9.0; -19.3 eV.
In the order shown, the computed calculated total energy values come out to -1170.32931; -1247.65694; -852.17447 hartree.
In the order shown, the computed LUMO values come out to -2.48; 0.11; -10.64 eV.